[1]
The following is a DFT calculation (ωB97M-V/def2-TZVPD) of a 2-piece molecular cluster, C3H12N3 overall in a non-equilibrium geometry.

Last columns: bonded neighbours and bond lengths (Å).
Atoms and positions in Å:
1 C -1.927 0.491 1.846  C2 1.642, H7 1.145, H8 1.039, H9 1.070
2 C -0.770 1.121 0.866  C1 1.642, N4 1.499, H10 1.132, H11 1.097
3 C 1.999 -0.954 -1.280  N5 1.258, N6 1.315, H12 1.030
4 N -0.693 0.323 -0.401  C2 1.499, H13 1.041, H16 0.995
5 N 0.954 -1.641 -1.406  C3 1.258, H14 1.056, H15 1.035
6 N 2.076 0.225 -0.701  C3 1.315, H17 1.100, H18 1.064
7 H -1.494 -0.544 2.077  C1 1.145
8 H -2.172 1.082 2.664  C1 1.039
9 H -2.754 0.348 1.183  C1 1.070
10 H -0.952 2.220 0.665  C2 1.132
11 H 0.123 1.089 1.502  C2 1.097
12 H 2.811 -1.462 -1.657  C3 1.030
13 H -0.914 -0.624 -0.030  N4 1.041
14 H 0.092 -1.032 -1.439  N5 1.056
15 H 0.921 -2.550 -1.901  N5 1.035
16 H -1.419 0.566 -1.035  N4 0.995
17 H 1.099 0.676 -0.474  N6 1.100
18 H 3.019 0.666 -0.480  N6 1.064

Output
net charge	+1
HOMO-LUMO gap	11.239	eV
energy above the lowest of the compared OMol25 structures with the same formula, charge and spin	167.9	kJ/mol
LUMO	-3.0	eV

---

[2]
The following is a DFT calculation (ωB97M-V/def2-TZVPD) of a 2-piece molecular cluster, C3H12N3 overall in a non-equilibrium geometry.

Last columns: bonded neighbours and bond lengths (Å).
Atoms and positions in Å:
1 C 1.287 -1.346 -0.393  C3 1.461, H7 1.042, H8 1.149, H9 1.153
2 C 0.047 0.610 -1.477  C3 1.461, H10 1.058, H11 1.063, H12 1.067
3 C 0.070 -0.567 -0.612  C1 1.461, C2 1.461, N5 1.387
4 N 0.227 1.121 1.634  H13 1.029, H14 1.000, H18 0.955
5 N -1.120 -0.925 0.003  C3 1.387, N6 1.341, H15 1.014
6 N -2.299 -0.336 -0.244  N5 1.341, H16 1.014, H17 1.003
7 H 1.982 -0.727 0.076  C1 1.042
8 H 1.793 -1.480 -1.415  C1 1.149
9 H 1.324 -2.316 0.231  C1 1.153
10 H 0.857 0.769 -2.138  C2 1.058
11 H 0.217 1.368 -0.751  C2 1.063
12 H -0.841 0.947 -1.963  C2 1.067
13 H -0.127 1.862 2.254  N4 1.029
14 H 1.216 1.211 1.750  N4 1.000
15 H -1.062 -1.637 0.722  N5 1.014
16 H -2.191 0.638 -0.504  N6 1.014
17 H -2.834 -0.616 0.557  N6 1.003
18 H 0.051 0.263 2.016  N4 0.955

Output
net charge	+1
HOMO-LUMO gap	9.968	eV
energy above the lowest of the compared OMol25 structures with the same formula, charge and spin	278.3	kJ/mol
LUMO	-3.9	eV

---

[3]
The following is a DFT calculation (ωB97M-V/def2-TZVPD) of a 2-piece molecular cluster, C3H12N3 overall in a non-equilibrium geometry.

Last columns: bonded neighbours and bond lengths (Å).
Atoms and positions in Å:
1 C -1.065 0.919 -1.664  C2 1.441, H7 1.050, H8 1.085, H9 1.156
2 C -0.253 -0.212 -2.036  C1 1.441, H10 1.075, H11 1.094
3 C 0.201 -1.212 0.603  N4 1.491, N5 1.395, H12 1.119
4 N 1.594 -0.691 0.504  C3 1.491, H13 1.079, H14 1.079, H16 1.048
5 N -0.569 -0.251 1.257  C3 1.395, N6 1.389, H15 1.051
6 N 0.042 0.810 1.913  N5 1.389, H17 1.084, H18 1.078
7 H -0.574 1.839 -1.540  C1 1.050
8 H -1.759 1.180 -2.455  C1 1.085
9 H -1.650 0.618 -0.714  C1 1.156
10 H 0.776 -0.144 -1.733  C2 1.075
11 H -0.616 -0.873 -2.828  C2 1.094
12 H 0.005 -2.310 0.506  C3 1.119
13 H 1.816 -0.251 -0.456  N4 1.079
14 H 1.580 0.196 1.117  N4 1.079
15 H -1.462 -0.041 0.744  N5 1.051
16 H 2.277 -1.465 0.681  N4 1.048
17 H 0.063 0.655 2.986  N6 1.084
18 H -0.673 1.617 1.892  N6 1.078

Output
net charge	+1
HOMO-LUMO gap (alpha / beta)	7.963 / 9.524	eV
2S+1	3
energy above the lowest of the compared OMol25 structures with the same formula, charge and spin	175.0	kJ/mol
LUMO (alpha / beta)	-3.2 / -4.7	eV

---

[4]
The following is a DFT calculation (ωB97M-V/def2-TZVPD) of a 2-piece molecular cluster, C3H12N3O overall in a non-equilibrium geometry.

Last columns: bonded neighbours and bond lengths (Å).
Atoms and positions in Å:
1 C -2.620 -0.042 -1.775  N4 1.450, H11 1.089, H12 1.092, H13 1.051
2 C -1.025 0.364 0.045  N3 1.340, N4 1.328, N5 1.319
3 N -0.825 0.677 1.333  C2 1.340, H6 1.001, H7 1.005
4 N -2.266 0.168 -0.385  C1 1.450, C2 1.328, H8 1.000
5 N 0.014 0.250 -0.760  C2 1.319, H9 1.007, H10 1.009
6 H -1.535 0.496 2.015  N3 1.001
7 H 0.108 0.780 1.689  N3 1.005
8 H -2.966 0.079 0.325  N4 1.000
9 H -0.212 0.288 -1.740  N5 1.007
10 H 0.976 0.403 -0.496  N5 1.009
11 H -3.696 -0.181 -1.874  C1 1.089
12 H -2.171 -0.929 -2.227  C1 1.092
13 H -2.411 0.832 -2.320  C1 1.051
14 C 3.627 -0.377 1.046  O15 1.439, H17 1.089, H18 1.081, H19 1.086
15 O 2.322 -0.755 0.573  C14 1.439, H16 0.965
16 H 2.417 -1.455 -0.084  O15 0.965
17 H 3.448 0.384 1.805  C14 1.089
18 H 4.063 -1.191 1.608  C14 1.081
19 H 4.287 -0.059 0.246  C14 1.086

Output
net charge	+1
HOMO-LUMO gap	11.424	eV
energy above the lowest of the compared OMol25 structures with the same formula, charge and spin	91.8	kJ/mol
LUMO	-2.8	eV

---

[5]
The following is a DFT calculation (ωB97M-V/def2-TZVPD) of a 2-piece molecular cluster, C3H12N3O overall in a non-equilibrium geometry.

Last columns: bonded neighbours and bond lengths (Å).
Atoms and positions in Å:
1 C -0.803 1.666 1.397  N4 1.457, H11 1.079, H12 1.081, H13 1.088
2 C -0.934 -0.641 0.559  N3 1.326, N4 1.324, N5 1.331
3 N -0.496 -1.526 -0.326  C2 1.326, H6 0.995, H7 1.011
4 N -0.486 0.601 0.455  C1 1.457, C2 1.324, H8 1.017
5 N -1.754 -1.040 1.528  C2 1.331, H9 1.002, H10 0.987
6 H -0.319 -1.268 -1.270  N3 0.995
7 H -0.921 -2.442 -0.367  N3 1.011
8 H -0.046 0.786 -0.443  N4 1.017
9 H -2.274 -0.429 2.128  N5 1.002
10 H -1.885 -2.011 1.648  N5 0.987
11 H 0.072 2.288 1.506  C1 1.079
12 H -0.995 1.230 2.367  C1 1.081
13 H -1.671 2.251 1.101  C1 1.088
14 C 2.303 -0.036 -1.414  O15 1.444, H17 1.078, H18 1.089, H19 1.087
15 O 1.122 0.372 -2.137  C14 1.444, H16 0.963
16 H 1.336 0.493 -3.067  O15 0.963
17 H 3.136 0.057 -2.092  C14 1.078
18 H 2.505 0.660 -0.602  C14 1.089
19 H 2.112 -1.010 -0.972  C14 1.087

Output
net charge	+1
HOMO-LUMO gap	11.587	eV
energy above the lowest of the compared OMol25 structures with the same formula, charge and spin	99.2	kJ/mol
LUMO	-2.8	eV

---

[6]
The following is a DFT calculation (ωB97M-V/def2-TZVPD) of a 2-piece molecular cluster, C3H12N3O overall in a non-equilibrium geometry.

Last columns: bonded neighbours and bond lengths (Å).
Atoms and positions in Å:
1 C -1.007 -3.003 0.690  N4 1.451, H11 1.083, H12 1.087, H13 1.096
2 C -0.618 -0.654 -0.028  N3 1.323, N4 1.326, N5 1.329
3 N -0.587 0.203 -1.036  C2 1.323, H6 1.001, H7 1.016
4 N -1.179 -1.847 -0.170  C1 1.451, C2 1.326, H8 0.998
5 N -0.030 -0.323 1.117  C2 1.329, H9 1.004, H10 1.008
6 H -0.785 0.009 -1.998  N3 1.001
7 H -0.115 1.084 -0.854  N3 1.016
8 H -1.859 -1.984 -0.889  N4 0.998
9 H -0.283 -0.926 1.879  N5 1.004
10 H 0.458 0.550 1.242  N5 1.008
11 H -1.833 -3.691 0.560  C1 1.083
12 H -0.767 -2.780 1.727  C1 1.087
13 H -0.147 -3.608 0.379  C1 1.096
14 C 2.061 2.723 -0.737  O15 1.468, H17 1.074, H18 1.098, H19 1.074
15 O 0.944 2.325 0.129  C14 1.468, H16 0.965
16 H 0.331 3.071 0.115  O15 0.965
17 H 1.692 3.363 -1.516  C14 1.074
18 H 2.374 1.822 -1.280  C14 1.098
19 H 2.892 2.948 -0.094  C14 1.074

Output
net charge	+1
HOMO-LUMO gap	11.639	eV
energy above the lowest of the compared OMol25 structures with the same formula, charge and spin	103.9	kJ/mol
LUMO	-2.7	eV